This record from the Open Molecules 2025 dataset describes a molecular structure, C43H45FN5OPtSiTe. The level of theory is ωB97M-V with the def2-TZVPD basis set.

Cartesian coordinates (Å):
1 Pt -1.06683 2.38897 -0.12860
2 C -2.40987 3.30847 4.30554
3 Si -1.60036 3.08731 2.58644
4 C -1.55121 4.83242 1.76962
5 C 0.18261 2.46878 2.92127
6 N -2.34975 2.07547 1.39312
7 C -3.42254 1.26679 1.39812
8 C -4.19537 1.02509 2.55057
9 C -5.30335 0.20760 2.53176
10 C -5.69974 -0.41857 1.35912
11 C -4.97215 -0.20707 0.19914
12 C -3.87003 0.61235 0.23105
13 F -3.20424 0.82686 -0.93465
14 H -1.84886 4.04311 4.87608
15 H -2.40538 2.38597 4.87924
16 H -3.43450 3.66259 4.24147
17 H -0.69813 5.41488 2.10412
18 H -2.44818 5.39870 1.99786
19 H -1.49408 4.75131 0.67837
20 H 0.82186 3.30632 3.18054
21 H 0.61141 1.96090 2.05735
22 H 0.20657 1.76985 3.75068
23 H -3.89384 1.50400 3.46341
24 H -5.87638 0.05889 3.43703
25 H -6.56253 -1.06467 1.34038
26 H -5.26169 -0.66169 -0.73577
27 C -2.35625 0.01246 -7.04516
28 C -2.85221 -0.29705 -5.78771
29 C -2.30462 0.27035 -4.65322
30 C -1.24895 1.18090 -4.78234
31 C -0.78080 1.52885 -6.05368
32 C -1.32828 0.93590 -7.17129
33 N -0.64633 1.71918 -3.66054
34 N 0.20417 2.69353 -3.76848
35 C 0.78986 3.35388 -2.77566
36 C 1.93245 4.09048 -3.19640
37 C 2.75576 4.67881 -2.28154
38 C 2.39873 4.61019 -0.92965
39 C 1.21218 4.00066 -0.59413
40 N 0.40531 3.37280 -1.46160
41 H -2.77384 -0.45968 -7.92159
42 H -3.67748 -0.98807 -5.69333
43 H -2.68752 0.02940 -3.67275
44 H 0.03146 2.23108 -6.13743
45 H -0.94945 1.19034 -8.14844
46 H 2.13534 4.09953 -4.25348
47 H 3.66396 5.17468 -2.59136
48 H 3.03056 5.03079 -0.16505
49 H 0.88861 4.00360 0.44142
50 C 5.01898 -4.95226 4.66012
51 C 4.03764 -4.13830 3.86909
52 C 3.84499 -4.34846 2.51117
53 C 2.96515 -3.56314 1.77955
54 C 2.78120 -3.83594 0.31490
55 C 2.25494 -2.53214 2.40164
56 Te 1.18317 -1.08425 1.14471
57 N -0.00570 0.54450 -0.45096
58 C 0.21454 0.60689 -1.68121
59 O -0.89557 1.06069 -2.46243
60 C 1.48202 0.34638 -2.35861
61 C 2.64745 0.67304 -1.65915
62 C 3.88189 0.52708 -2.25506
63 C 3.97190 0.03742 -3.54942
64 C 2.82301 -0.32702 -4.23218
65 C 1.58077 -0.17908 -3.64640
66 C -0.61559 -2.21253 1.20276
67 C -1.18396 -2.44854 2.44710
68 C -2.35299 -3.17524 2.57387
69 C -2.96734 -3.67973 1.44026
70 C -2.40284 -3.44455 0.20160
71 C -1.23053 -2.70885 0.05872
72 C -0.69128 -2.47077 -1.31427
73 C 2.41776 -2.33815 3.77287
74 C 1.66773 -1.27760 4.52611
75 C 3.29771 -3.14305 4.48795
76 H 5.55706 -5.64842 4.02057
77 H 4.50021 -5.51680 5.43512
78 H 5.74145 -4.29596 5.14545
79 H 4.40452 -5.12828 2.00810
80 H 3.42334 -4.64930 -0.01409
81 H 3.01774 -2.94944 -0.27728
82 H 1.74666 -4.11605 0.11445
83 H 2.55388 1.08476 -0.66480
84 H 4.77380 0.80146 -1.71254
85 H 4.93428 -0.05652 -4.02707
86 H 2.88322 -0.72889 -5.23175
87 H 0.69500 -0.46907 -4.19389
88 H -0.70520 -2.06104 3.33407
89 H -2.78090 -3.35467 3.55112
90 H -3.87118 -4.26724 1.52240
91 H -2.87638 -3.84046 -0.68582
92 H -0.89104 -3.32167 -1.96314
93 H 0.38207 -2.28393 -1.28104
94 H -1.17181 -1.59080 -1.74057
95 H 1.05465 -0.67589 3.85316
96 H 2.36130 -0.62115 5.04885
97 H 1.02508 -1.73994 5.27478
98 H 3.42108 -2.97438 5.55132

Summary:
**Multiplicity**: 2
**HOMO level (spin up / spin down)**: -6.963 / -6.961 eV
**F_max**: 2.58 eV/A
**E**: -2791.12336 a.u.
**Frontier orbital gap (spin up / spin down)**: 5.9623 / 5.3618 eV


This record from the Open Molecules 2025 dataset describes C3H5NO2S2 in the gas phase. The level of theory is ωB97M-V with the def2-TZVPD basis set.

Cartesian coordinates (Å):
1 O -1.53555 1.75396 -0.45402
2 C -2.16325 1.01444 0.27028
3 N -2.03580 -0.36580 0.23100
4 S -0.84943 -1.09274 -0.69932
5 C 0.59176 -1.34820 0.43540
6 S 1.22963 0.15207 1.14487
7 C 2.17638 0.80439 -0.24578
8 O 2.28171 0.31121 -1.33671
9 H -2.88644 1.34947 0.97878
10 H -2.68255 -0.99920 0.74553
11 H 1.37026 -1.89955 -0.15924
12 H 0.25017 -2.00322 1.26137
13 H 2.51731 1.81869 -0.00584

Summary:
**Multiplicity**: 1
**HOMO level**: -9.250 eV
**F_max**: 1.82 eV/A
**E**: -1118.90497 a.u.
**Frontier orbital gap**: 9.6463 eV
**ΔE to the lowest compared entry with this formula, charge and spin**: 26.6 kcal/mol


This record from the Open Molecules 2025 dataset describes a molecular structure, C30H32N3O5S. The level of theory is ωB97M-V with the def2-TZVPD basis set.

Cartesian coordinates (Å):
1 C -2.88836 -1.59500 -3.95219
2 O -2.58129 -0.47316 -3.09650
3 C -2.15755 0.69154 -3.61592
4 C -1.63842 0.85360 -4.91552
5 C -1.16990 2.10672 -5.30864
6 C -1.20622 3.19647 -4.44040
7 C -1.71797 3.02336 -3.13362
8 O -1.66778 3.93206 -2.13280
9 C -0.90621 5.14299 -2.32646
10 C -2.23856 1.79077 -2.75881
11 N -2.70787 1.59211 -1.41347
12 C -2.26000 0.61780 -0.57768
13 C -1.01543 -0.10803 -0.74470
14 C -0.89485 -1.38115 -0.06333
15 C 0.36575 -1.71021 0.41898
16 C 0.46538 -2.86820 1.31776
17 C 1.68547 -3.52968 1.58482
18 C 1.75240 -4.60607 2.50356
19 C 0.57765 -5.10578 3.05951
20 C -0.65323 -4.52241 2.74946
21 C -0.72686 -3.35261 1.99132
22 O -0.15067 0.37787 -1.51073
23 N -2.99658 0.69382 0.55326
24 C -2.85422 -0.10169 1.75940
25 C -4.00664 1.66266 0.39984
26 C -3.80419 2.25047 -0.81838
27 H -3.31264 -2.34422 -3.27878
28 H -3.62201 -1.31906 -4.72529
29 H -1.97362 -1.98478 -4.42441
30 H -1.60203 0.00538 -5.60446
31 H -0.76962 2.24232 -6.31979
32 H -0.81946 4.17887 -4.74520
33 H -0.96374 5.64218 -1.36138
34 H 0.13925 4.92522 -2.57767
35 H -1.35270 5.77166 -3.10591
36 H -1.76124 -2.07270 -0.05278
37 H 1.09534 -1.35779 -0.44092
38 H 2.66162 -3.22922 1.09946
39 H 2.76554 -5.04540 2.75578
40 H 0.63715 -5.99886 3.70027
41 H -1.59384 -4.96291 3.08589
42 H -1.66252 -2.77926 1.86834
43 H -3.45333 0.32160 2.55427
44 H -3.16419 -1.12667 1.57598
45 H -1.80665 -0.11048 2.05122
46 H -4.78013 1.85074 1.15321
47 H -4.34961 3.03212 -1.34423
48 C 4.20834 0.56515 -0.02163
49 S 2.40144 0.53828 -0.54948
50 C 2.41503 -0.49922 -2.06523
51 C 1.85805 -0.87220 0.58277
52 C 1.93514 -0.33517 1.98781
53 C 2.63270 -1.01763 3.02582
54 C 2.88799 -0.44777 4.27941
55 C 2.47502 0.88918 4.52676
56 N 2.58127 1.42435 5.81808
57 O 2.33114 2.63142 6.00917
58 O 2.94691 0.69671 6.76892
59 C 2.01223 1.64374 3.42366
60 C 1.66839 1.03718 2.21855
61 H 4.25374 1.13634 0.91994
62 H 4.59844 -0.45042 0.14263
63 H 4.82453 1.13111 -0.76728
64 H 1.35635 -0.65594 -2.29305
65 H 2.86180 0.10077 -2.86546
66 H 2.96396 -1.44047 -1.94170
67 H 2.77533 -1.49081 0.38079
68 H 2.92236 -2.07614 2.90785
69 H 3.27640 -1.04405 5.10371
70 H 1.78859 2.69854 3.57981
71 H 1.10944 1.62008 1.43577

Summary:
**Multiplicity**: 1
**HOMO level**: -8.544 eV
**F_max**: 5.61 eV/A
**E**: -2100.43234 a.u.
**Net charge**: +1
**Frontier orbital gap**: 5.2313 eV
**ΔE to the lowest compared entry with this formula, charge and spin**: 111.8 kcal/mol


This record from the Open Molecules 2025 dataset describes 10 unconnected molecules or ions with the total composition C22H54BO26. The level of theory is ωB97M-V with the def2-TZVPD basis set.

Cartesian coordinates (Å):
1 O -2.95700 -0.81335 0.35413
2 C -1.74700 -0.61635 0.25913
3 O -0.84100 -0.79435 1.17213
4 B 0.45400 -0.53535 0.55213
5 O 0.10000 0.12265 -0.70187
6 C -1.13900 0.09965 -0.84987
7 O -1.68200 0.53765 -1.93087
8 O 1.31700 -1.71935 0.50813
9 C 2.25700 -1.53935 1.36113
10 O 3.07900 -2.36535 1.64113
11 C 2.17000 -0.28035 1.98713
12 O 1.14900 0.35665 1.43113
13 O 2.77900 -0.01135 3.02313
14 C 4.71200 2.53465 3.37013
15 C 3.62700 3.61165 3.48413
16 O 4.21900 4.85765 2.95613
17 O 4.47100 1.56365 4.33113
18 H 5.65200 2.83265 3.27313
19 H 4.74400 2.17265 2.53213
20 H 3.32300 3.79865 4.59913
21 H 2.65200 3.35765 2.90313
22 H 4.75300 5.08165 3.76413
23 H 3.98600 0.92665 4.25013
24 C 0.01800 -3.58935 3.45413
25 C 0.59400 -2.54535 4.50113
26 O 1.74300 -3.07235 5.02013
27 O -1.21800 -3.00435 3.05713
28 H -0.20000 -4.56135 3.88413
29 H 0.68800 -3.78535 2.59513
30 H -0.15000 -2.36635 5.23813
31 H 0.86100 -1.68835 3.84213
32 H 1.88400 -2.73135 5.93613
33 H -0.99400 -2.23735 2.52913
34 C -6.65800 -0.35235 -2.47887
35 C -5.19600 -0.57935 -2.04587
36 O -4.87300 0.31665 -1.02787
37 O -7.10600 -1.14935 -3.50787
38 H -6.85200 0.83565 -2.77287
39 H -7.36600 -0.49235 -1.70087
40 H -4.47900 -0.37235 -3.04787
41 H -5.16800 -1.68135 -1.65787
42 H -4.30200 -0.10635 -0.54487
43 H -6.36000 -1.03235 -4.13987
44 C 1.19800 1.83565 -5.47187
45 C 1.46300 1.48365 -3.84787
46 O 0.72100 2.36165 -3.05287
47 O 2.31800 1.52665 -6.19287
48 H 1.01300 2.97965 -5.66387
49 H 0.25500 1.23565 -5.85487
50 H 2.41000 1.60765 -3.70287
51 H 1.04700 0.25965 -3.77987
52 H 1.17300 2.32065 -2.23887
53 H 2.37900 0.49865 -6.07187
54 C -3.47100 4.80965 -3.79187
55 C -2.79900 3.37165 -3.89187
56 O -3.34900 2.61065 -2.86987
57 O -2.68700 5.72065 -4.46387
58 H -3.50000 5.22265 -2.85287
59 H -4.32200 4.66065 -4.07287
60 H -1.54700 3.37065 -3.81187
61 H -3.00000 2.99065 -5.02787
62 H -2.64600 1.91965 -2.58487
63 H -1.73100 5.94965 -4.24587
64 C -3.18900 -4.27535 0.56013
65 C -1.95400 -5.09835 0.10113
66 O -1.31700 -4.54635 -1.10887
67 O -3.30800 -4.41835 2.01313
68 H -4.05500 -4.42535 0.08713
69 H -2.80700 -3.21435 0.52913
70 H -2.18400 -6.14835 -0.01887
71 H -1.21900 -5.10135 1.02113
72 H -0.64100 -5.03935 -1.28387
73 H -2.63800 -3.97835 2.37013
74 C 2.25200 -5.93535 -1.51187
75 C 2.29600 -4.66635 -0.47787
76 O 3.19700 -5.06035 0.41213
77 O 1.36300 -5.84835 -2.50587
78 H 2.17600 -6.97435 -1.00587
79 H 3.22900 -6.05435 -1.93687
80 H 1.23900 -4.50835 0.02713
81 H 2.57200 -3.56335 -0.82787
82 H 3.57700 -4.30735 0.84013
83 H 1.52500 -5.01635 -2.75987
84 C -2.51700 1.13465 3.99513
85 C -1.08200 1.59565 3.70213
86 O -0.59900 2.81665 4.11913
87 O -2.65900 -0.14835 3.62413
88 H -3.17300 1.80365 3.53013
89 H -2.69700 1.18365 5.05413
90 H -0.81300 1.80465 2.63613
91 H -0.61400 0.75065 3.97513
92 H 0.36100 2.70565 4.06013
93 H -2.36000 -0.30335 2.85313
94 C 3.77000 4.72565 -1.33287
95 C 3.85300 3.35865 -0.72987
96 O 2.56200 2.77165 -0.68387
97 O 5.09000 5.37665 -1.28687
98 H 3.00500 4.96065 -0.77487
99 H 3.37200 4.77165 -2.30787
100 H 4.45200 3.37365 0.41113
101 H 4.65800 2.83865 -1.18787
102 H 2.77200 1.82865 -0.21787
103 H 5.63600 5.11065 -1.87287

Summary:
**Multiplicity**: 1
**HOMO level**: -7.028 eV
**F_max**: 15.40 eV/A
**E**: -2851.37276 a.u.
**Net charge**: -1
**Frontier orbital gap**: 8.2974 eV
**ΔE to the lowest compared entry with this formula, charge and spin**: 293.9 kcal/mol